[1]
The following is a quantum chemistry calculation of a single C3H5NP4 molecule, from OMol25.

The LUMO energy (alpha / beta) is -0.876 / -0.879 eV.

Positions of all 13 atoms, in Å:
C: 1.99507 -1.27559 -1.81767
C: -0.04692 0.35808 -1.75660
C: 1.11163 -0.04966 0.62522
N: -1.38971 0.13873 1.35970
P: 0.48490 -1.10429 -2.57278
P: 2.59594 -0.20808 -0.51721
P: -0.49020 -0.96941 0.52159
P: 1.04835 1.33680 -0.62998
H: 2.67385 -2.05044 -2.14361
H: -0.94509 0.84767 -2.11306
H: 1.43387 0.16103 1.64683
H: -2.39477 0.06618 1.34909
H: -1.04305 1.07749 1.51446

Results of the Mulliken charge analysis, in e, for atoms 1 through 8: number 1, C, carries -0.32; number 2, C, carries -0.59; number 3, C, carries -0.51; number 4, N, carries -0.40; number 5, P, carries -0.08; number 6, P, carries -0.11; number 7, P, carries 0.25; number 8, P, carries -0.06

---

[2]
The following is a quantum chemistry calculation of a single C3H5NS molecule, from OMol25.

The LUMO energy is 0.286 eV.

Positions of all 10 atoms, in Å:
C: -2.51887 -0.44805 -0.08500
C: -1.26043 -0.25733 0.21975
C: -0.51056 0.94898 0.01113
N: 0.76074 1.01795 0.07965
S: 1.61342 -0.50044 -0.13274
H: -2.83511 -1.49108 -0.10515
H: -3.14941 0.31178 -0.43982
H: -0.74472 -1.11899 0.80776
H: -1.17706 1.81829 -0.34187
H: 2.50557 -0.10028 0.77018

Results of the Mulliken charge analysis, in e, for atoms 1 through 8: number 1, C, carries -0.81; number 2, C, carries 0.09; number 3, C, carries 0.15; number 4, N, carries -0.49; number 5, S, carries -0.16; number 6, H, carries 0.23; number 7, H, carries 0.29; number 8, H, carries 0.27

---

[3]
The following is a quantum chemistry calculation of a single C3H5NS molecule, from OMol25.

The LUMO energy is 0.717 eV.

Positions of all 10 atoms, in Å:
C: 0.04037 -1.47342 -0.08990
C: -0.90706 -0.65340 0.01305
C: -1.44832 0.58112 -0.07649
N: 0.95213 1.07804 -0.00222
S: 1.61446 -0.31402 0.02036
H: -0.00213 -2.59091 -0.15423
H: -1.60572 1.17275 0.87965
H: -1.52823 1.15894 -0.96606
H: 1.05490 1.45888 -0.93238
H: 1.82961 -0.41799 1.30822

Results of the Mulliken charge analysis, in e, for atoms 1 through 8: number 1, C, carries -0.60; number 2, C, carries 0.13; number 3, C, carries -0.30; number 4, N, carries -0.57; number 5, S, carries 0.08; number 6, H, carries 0.36; number 7, H, carries 0.21; number 8, H, carries 0.30

---

[4]
The following is a quantum chemistry calculation of a single C3H5NS molecule, from OMol25.

The LUMO energy is 0.723 eV.

Positions of all 10 atoms, in Å:
C: 1.42017 0.34668 -0.12441
C: 0.50348 1.18755 0.32600
C: 0.19718 -0.90271 -0.68187
N: -1.83843 -0.16491 0.81018
S: -1.07382 0.36939 -0.42174
H: 2.46092 0.33827 -0.14853
H: 0.42641 2.02808 0.87064
H: 0.39913 -1.31718 -1.68263
H: 0.32677 -1.57095 0.24031
H: -2.82181 -0.31422 0.81205

Results of the Mulliken charge analysis, in e, for atoms 1 through 8: number 1, C, carries -0.51; number 2, C, carries -0.28; number 3, C, carries -0.51; number 4, N, carries -0.60; number 5, S, carries 0.19; number 6, H, carries 0.38; number 7, H, carries 0.47; number 8, H, carries 0.33

---

[5]
The following is a quantum chemistry calculation of a single C3H5NS molecule, from OMol25.

The LUMO energy is -0.044 eV.

Positions of all 10 atoms, in Å:
C: -1.76992 -0.50267 0.04241
C: -0.69951 0.32202 -0.28859
N: 0.52879 -0.17164 -0.25784
C: 1.67054 0.50282 0.09645
S: 3.10420 -0.30756 -0.06822
H: -2.79879 -0.12241 0.32983
H: -1.41625 -1.55790 0.38673
H: -0.75978 1.44262 -0.38153
H: 0.69211 -1.12363 -0.38589
H: 1.44860 1.51835 0.52666

Results of the Mulliken charge analysis, in e, for atoms 1 through 8: number 1, C, carries -0.76; number 2, C, carries 0.16; number 3, N, carries -0.22; number 4, C, carries -0.05; number 5, S, carries -0.34; number 6, H, carries 0.26; number 7, H, carries 0.19; number 8, H, carries 0.29

---

[6]
The following is a quantum chemistry calculation of a single C3H5NS2 molecule, from OMol25.

The LUMO energy is -0.542 eV.

Positions of all 11 atoms, in Å:
C: 0.09963 -1.09107 -1.53294
C: 0.61445 -0.17195 -0.64904
N: -0.26609 0.30294 0.38888
S: -1.70449 -0.38477 0.81487
C: 0.05687 1.51995 1.00768
S: 1.72691 2.00209 0.77963
H: -0.96646 -1.65540 -1.45332
H: 1.05957 -1.71051 -1.87314
H: 1.64528 0.42155 -0.63073
H: -1.47463 -1.50028 1.61045
H: -0.79104 2.26746 1.53766

Results of the Mulliken charge analysis, in e, for atoms 1 through 8: number 1, C, carries -0.67; number 2, C, carries 0.11; number 3, N, carries -0.01; number 4, S, carries -0.21; number 5, C, carries 0.07; number 6, S, carries -0.36; number 7, H, carries 0.25; number 8, H, carries 0.21

---

Values for electronic energy, eV, ordered as above
-41834.7767, -15515.0076, -15512.5436, -15512.6647, -15515.7287, -26348.6013
Values for energy above the lowest of the compared OMol25 structures with the same formula, charge and spin, kJ/mol, ordered as above
105.9, 179.9, 417.7, 406.0, 110.4, 398.6